<w>
18
Properties=species:S:1:pos:R:3:lowdin_charge:R:1 method="wB97M-V/def2-TZVPD" homo_energy_ev=-13.3053 charge=+1 gap_ev=9.93
C 1.57 0.30 1.22 -0.032
C 0.94 0.50 -0.14 -0.386
C -0.16 -0.46 -0.50 -0.520
S -0.54 -0.29 -2.28 0.775
N 0.35 1.95 -0.34 0.203
H 1.79 -0.76 1.32 0.104
H 0.97 0.45 2.12 0.101
H 2.48 0.90 1.25 0.096
H 1.71 0.62 -0.88 0.135
H 0.20 -1.45 -0.31 0.070
H -1.09 -0.32 0.05 0.074
H -1.87 -0.47 -2.28 -0.126
H 0.82 2.64 0.25 0.169
H 0.46 2.18 -1.31 0.126
H -0.65 2.05 -0.14 0.162
H -1.83 -3.08 0.29 0.052
H -3.06 -2.42 0.82 0.058
O -2.09 -2.34 0.85 -0.061

<x>
18
Properties=species:S:1:pos:R:3:lowdin_charge:R:1 method="wB97M-V/def2-TZVPD" homo_energy_ev=-12.1460 charge=+1 gap_ev=8.52
C -0.68 0.12 -0.38 -0.173
C 0.70 0.24 -1.04 -0.262
C 1.75 0.60 -0.02 -0.519
S 2.59 -0.98 0.65 0.690
N -1.77 1.12 -0.82 0.223
H -1.10 -0.94 -0.35 0.127
H -0.58 -0.02 0.69 0.094
H 0.84 0.80 -1.99 0.130
H 0.99 -0.71 -1.52 0.105
H 1.61 1.30 0.82 0.080
H 2.59 1.10 -0.51 0.063
H 3.02 -0.42 1.80 -0.146
H -2.68 0.83 -0.49 0.177
H -1.42 2.03 -0.48 0.176
H -1.56 1.14 -1.82 0.164
H -1.60 -2.64 1.30 0.065
H -1.28 -1.82 2.56 0.064
O -1.43 -1.75 1.62 -0.059

Energies relative to the most stable structure, in eV: <w> 0.000; <x> 1.242.

<w>
11
Properties=species:S:1:pos:R:3:lowdin_charge:R:1 method="wB97M-V/def2-TZVPD" homo_energy_ev=-10.0567 charge=0 gap_ev=10.57
O 1.36 1.56 -0.55 0.106
C 1.94 0.78 0.12 -0.303
N 1.41 0.07 1.26 0.071
C 0.04 -0.11 1.42 -0.347
O -0.80 0.62 1.00 0.098
H 2.99 0.48 0.02 0.126
H 1.94 -0.80 1.34 0.123
H -0.16 -0.94 2.11 0.128
O -3.11 -2.12 -2.37 -0.065
H -2.24 -2.33 -2.68 0.012
H -3.53 -1.60 -3.09 0.053

<x>
11
Properties=species:S:1:pos:R:3:lowdin_charge:R:1 method="wB97M-V/def2-TZVPD" homo_energy_ev=-10.4066 charge=0 gap_ev=10.82
O 0.27 -0.52 1.08 0.019
C -0.83 -0.76 0.59 -0.315
N -1.96 -0.13 1.11 0.044
C -2.16 1.31 1.22 -0.265
O -3.17 1.69 0.72 0.072
H -0.96 -1.62 -0.11 0.140
H -2.91 -0.41 0.72 0.156
H -1.13 1.73 1.33 0.150
O 5.87 -1.19 -3.44 -0.082
H 6.05 -0.75 -4.30 0.045
H 6.82 -1.19 -3.19 0.037

Energies relative to the most stable structure, in eV: <w> 0.000; <x> 0.667.

<w>
11
Properties=species:S:1:pos:R:3:lowdin_charge:R:1 method="wB97M-V/def2-TZVPD" homo_energy_ev=-9.8961 charge=0 gap_ev=10.46
N -1.32 -0.20 -0.55 0.085
C -2.03 -0.09 0.62 -0.406
O -1.70 0.75 1.46 -0.020
H -0.36 0.15 -0.45 0.041
H -1.61 -1.04 -1.19 0.152
H -2.80 -0.80 0.86 0.109
O 1.87 -0.52 -1.57 0.125
C 2.04 -0.07 -0.49 -0.343
O 1.12 0.29 0.48 -0.009
H 2.93 0.38 -0.10 0.130
H 0.76 -0.51 0.94 0.137

<x>
11
Properties=species:S:1:pos:R:3:lowdin_charge:R:1 method="wB97M-V/def2-TZVPD" homo_energy_ev=-8.9882 charge=0 gap_ev=8.27
O -1.74 0.33 0.96 0.136
C -1.06 0.70 1.87 -0.345
O -1.08 0.80 3.03 0.195
C 1.22 -0.72 -0.51 -0.137
N 0.37 0.42 -0.67 -0.126
O -0.96 0.27 -1.57 -0.097
H 2.27 -0.45 -0.64 0.080
H 0.98 -1.18 0.47 0.069
H 1.05 -1.49 -1.26 0.083
H 0.61 1.40 -0.70 0.105
H -1.66 -0.07 -0.98 0.037

Energies relative to the most stable structure, in eV: <w> 0.000; <x> 2.500.

<w>
80
Properties=species:S:1:pos:R:3:lowdin_charge:R:1 method="wB97M-V/def2-TZVPD" homo_energy_ev=-13.5958 charge=+2 gap_ev=6.45
Au 0.10 -0.01 -0.25 0.993
S 5.25 -0.12 5.47 1.100
N 3.65 -0.24 5.54 -0.195
C 3.21 -0.16 4.29 -0.302
C 1.82 -0.19 3.87 -0.066
C 0.74 -0.30 4.76 0.047
C -0.54 -0.31 4.26 -0.006
C -0.72 -0.22 2.88 -0.119
N 0.30 -0.12 2.04 0.019
C 1.55 -0.10 2.51 -0.142
C 2.62 0.04 1.52 -0.118
N 2.28 0.15 0.21 0.029
C 3.24 0.32 -0.70 -0.103
C 4.59 0.36 -0.37 0.009
C 4.95 0.24 0.95 0.052
C 3.95 0.10 1.92 -0.063
C 4.24 0.00 3.34 -0.300
N 5.45 0.03 3.88 -0.196
H 0.95 -0.38 5.82 0.136
H -1.40 -0.38 4.91 0.124
H -1.71 -0.22 2.43 0.092
H 2.92 0.42 -1.72 0.063
H 5.33 0.48 -1.14 0.130
H 5.99 0.28 1.27 0.138
C 1.21 1.40 -3.36 -0.187
Si 0.13 0.05 -2.66 0.748
C -1.73 0.61 -3.44 -0.571
C -1.80 2.07 -3.02 -0.101
C -2.77 -0.27 -2.75 -0.104
C -1.63 0.42 -4.93 -0.076
C 0.67 -1.64 -3.38 -0.635
C 1.01 -1.54 -4.87 -0.067
C 1.96 -2.03 -2.63 -0.112
C -0.40 -2.70 -3.12 -0.093
H 0.86 1.66 -4.36 0.045
H 2.26 1.10 -3.45 0.030
H 1.19 2.31 -2.75 0.043
H -1.71 2.20 -1.95 0.033
H -2.77 2.48 -3.32 0.104
H -1.04 2.68 -3.52 0.077
H -2.57 -0.43 -1.70 0.012
H -2.85 -1.25 -3.24 0.068
H -3.76 0.21 -2.82 0.098
H -0.78 0.92 -5.38 0.079
H -2.53 0.87 -5.38 0.109
H -1.64 -0.63 -5.22 0.069
H 1.68 -0.71 -5.10 0.085
H 0.12 -1.44 -5.49 0.064
H 1.52 -2.46 -5.17 0.102
H 2.77 -1.34 -2.84 0.069
H 2.29 -3.02 -2.96 0.097
H 1.81 -2.08 -1.54 0.057
H -1.25 -2.59 -3.80 0.078
H -0.77 -2.65 -2.09 0.027
H 0.02 -3.70 -3.28 0.099
C -2.74 -3.00 2.24 -0.194
As -2.38 -2.88 0.37 1.020
C -1.32 -4.41 -0.07 -0.186
C -4.06 -3.01 -0.52 -0.174
O -1.66 -1.41 -0.03 -0.624
H -3.27 -3.93 2.43 0.057
H -3.36 -2.16 2.56 0.048
H -1.80 -3.00 2.80 0.042
H -1.72 -5.26 0.49 0.055
H -0.29 -4.24 0.23 0.053
H -1.37 -4.62 -1.13 0.037
H -4.56 -3.92 -0.19 0.058
H -3.92 -3.04 -1.60 0.045
H -4.67 -2.15 -0.25 0.053
Br -5.28 2.20 0.66 0.823
C -3.46 2.63 0.54 -0.664
C -3.02 3.94 0.56 -0.063
C -1.66 4.19 0.43 -0.018
C -0.80 3.12 0.28 -0.125
N -1.23 1.86 0.25 -0.039
C -2.54 1.61 0.39 -0.212
H -3.72 4.75 0.68 0.123
H -1.28 5.20 0.44 0.125
H 0.27 3.27 0.17 0.118
H -2.84 0.57 0.35 0.075

<x>
80
Properties=species:S:1:pos:R:3:lowdin_charge:R:1 method="wB97M-V/def2-TZVPD" homo_energy_ev="-14.1225 / -14.1225" charge=+2 gap_ev="6.39 / 6.39"
Au -0.08 -0.22 0.06 0.936
S 0.03 6.40 4.21 1.101
N -0.47 4.91 4.58 -0.211
C -0.28 4.11 3.53 -0.291
C -0.57 2.71 3.46 -0.060
C -1.11 1.98 4.52 0.056
C -1.32 0.63 4.36 0.004
C -0.97 0.04 3.15 -0.114
N -0.48 0.72 2.14 0.032
C -0.28 2.04 2.25 -0.137
C 0.26 2.76 1.11 -0.147
N 0.46 2.09 -0.03 0.024
C 0.95 2.69 -1.09 -0.115
C 1.29 4.05 -1.09 -0.004
C 1.09 4.78 0.07 0.045
C 0.56 4.14 1.19 -0.065
C 0.29 4.81 2.43 -0.290
N 0.50 6.09 2.71 -0.209
H -1.35 2.50 5.44 0.134
H -1.72 0.02 5.16 0.125
H -1.09 -1.02 2.98 0.110
H 1.06 2.07 -1.96 0.099
H 1.70 4.50 -1.98 0.121
H 1.33 5.83 0.12 0.133
C -3.65 -0.38 0.85 -0.164
Si -2.38 -0.92 -0.48 0.855
C -2.34 -2.93 -0.50 -0.635
C -1.92 -3.29 0.91 -0.117
C -3.72 -3.50 -0.79 -0.066
C -1.32 -3.44 -1.51 -0.099
C -2.99 -0.06 -2.21 -0.632
C -2.03 -0.40 -3.32 -0.097
C -4.41 -0.48 -2.54 -0.067
C -2.95 1.43 -1.89 -0.107
H -4.67 -0.62 0.54 0.046
H -3.61 0.68 1.05 0.030
H -3.48 -0.88 1.80 0.018
H -2.70 -3.04 1.63 0.077
H -1.00 -2.79 1.21 0.030
H -1.76 -4.37 0.98 0.099
H -4.46 -3.10 -0.10 0.086
H -3.69 -4.58 -0.65 0.106
H -4.04 -3.31 -1.81 0.073
H -0.37 -2.92 -1.42 0.040
H -1.68 -3.32 -2.53 0.076
H -1.16 -4.50 -1.35 0.096
H -2.12 -1.44 -3.62 0.074
H -1.00 -0.20 -3.04 0.044
H -2.26 0.20 -4.20 0.096
H -4.47 -1.53 -2.82 0.071
H -4.75 0.09 -3.41 0.106
H -5.10 -0.29 -1.73 0.081
H -1.96 1.74 -1.56 0.052
H -3.68 1.70 -1.13 0.077
H -3.20 1.99 -2.79 0.098
C 2.97 0.16 -3.99 -0.181
As 2.50 -1.07 -2.57 1.014
C 2.29 -2.81 -3.38 -0.181
C 3.97 -1.13 -1.30 -0.176
O 1.06 -0.59 -1.91 -0.604
H 3.84 -0.23 -4.52 0.051
H 3.21 1.15 -3.60 0.041
H 2.13 0.24 -4.69 0.053
H 3.20 -3.09 -3.91 0.050
H 1.46 -2.77 -4.09 0.052
H 2.07 -3.56 -2.62 0.038
H 4.91 -1.24 -1.85 0.054
H 3.85 -1.97 -0.63 0.021
H 4.00 -0.20 -0.73 0.045
Br 4.92 -0.01 3.18 0.802
C 3.68 -1.23 2.41 -0.655
C 3.94 -2.59 2.34 -0.074
C 3.01 -3.40 1.70 -0.030
C 1.87 -2.82 1.17 -0.143
N 1.62 -1.52 1.27 -0.019
C 2.50 -0.74 1.87 -0.217
H 4.84 -3.00 2.77 0.121
H 3.18 -4.46 1.61 0.122
H 1.13 -3.41 0.65 0.101
H 2.26 0.31 1.92 0.091

Energies relative to the most stable structure, in eV: <w> 0.000; <x> 0.354.